P | Computed, not measured: an isolated molecule of C5H11N, with ωB97M-V/def2-TZVPD.

ORCA input file:
```
! RIJCOSX wB97M-V def2-TZVPD def2/J DEFGRID3
* xyz 0 1
C 2.486 -0.457 0.561
C 1.407 -0.487 -0.543
C 0.217 -0.265 0.351
C -0.443 1.017 0.017
N -1.453 0.226 -0.730
C -2.649 0.008 0.082
H 2.328 0.395 1.234
H 2.409 -1.364 1.166
H 3.492 -0.374 0.141
H 1.607 0.287 -1.306
H 1.431 -1.467 -1.035
H -1.066 -0.694 -0.977
H 0.060 1.743 -0.639
H -0.937 1.531 0.846
H -3.322 -0.681 -0.436
H -3.158 0.971 0.193
H -2.409 -0.389 1.077
*
```

Summary:
LUMO = 0.9765 eV
Orbital gap = 0.3382 Ha
E_HOMO = -0.30233 Ha

Q | Computed, not measured: an isolated molecule of C5H11N, with ωB97M-V/def2-TZVPD.

ORCA input file:
```
! RIJCOSX wB97M-V def2-TZVPD def2/J DEFGRID3
* xyz 0 1
C 2.393 -0.721 0.293
C 1.260 -0.015 -0.449
C -0.030 -0.025 0.344
C -0.659 1.208 0.886
N -1.211 0.538 -0.278
C -2.448 -0.186 -0.056
H 2.569 -0.274 1.278
H 2.154 -1.781 0.447
H 3.331 -0.672 -0.270
H 1.536 1.023 -0.674
H 1.083 -0.505 -1.415
H -0.194 -0.929 0.940
H -0.201 2.177 0.698
H -1.209 1.134 1.825
H -2.535 -0.993 -0.791
H -3.297 0.493 -0.187
H -2.513 -0.631 0.953
*
```

Summary:
LUMO = 1.2140 eV
Orbital gap = 0.3791 Ha
SMILES = CC[C@H]1CN1C
E_HOMO = -0.33449 Ha

Which is most stable, and by how much? Q, by 283.1 kJ/mol.

P | Computed, not measured: an isolated molecule of C5H6O, with ωB97M-V/def2-TZVPD.

ORCA input file:
```
! RIJCOSX wB97M-V def2-TZVPD def2/J DEFGRID3
* xyz 0 1
C -2.838 -0.147 0.273
C -1.376 0.102 0.264
C -0.174 0.307 0.285
C 1.236 0.536 -0.042
C 2.714 -0.254 0.444
O 1.893 -0.539 -0.623
H -3.165 -0.730 -0.599
H -3.144 -0.712 1.162
H -3.411 0.789 0.265
H 1.956 1.308 0.271
H 2.643 -0.737 1.404
H 3.739 -0.011 0.101
*
```

Summary:
LUMO = 0.9387 eV
Orbital gap = 0.3317 Ha
SMILES = CC#C[C@H]1CO1
E_HOMO = -0.29719 Ha

Q | Computed, not measured: an isolated molecule of C5H6O, with ωB97M-V/def2-TZVPD.

ORCA input file:
```
! RIJCOSX wB97M-V def2-TZVPD def2/J DEFGRID3
* xyz 0 1
C 2.007 0.383 0.794
C 1.300 0.063 -0.256
C 0.299 -0.208 -1.051
C -0.900 -0.831 -0.362
C -1.573 0.394 0.230
O -2.015 1.303 -0.429
H 2.926 -0.100 1.101
H 1.630 1.194 1.417
H 0.180 0.222 -2.044
H -1.567 -1.416 -1.004
H -0.549 -1.452 0.464
H -1.528 0.464 1.333
*
```

Summary:
LUMO = 0.8275 eV
Orbital gap = 0.3786 Ha
SMILES = C=C=CCC=O
E_HOMO = -0.34824 Ha

Which is most stable, and by how much? Q, by 301.1 kJ/mol.

P | Computed, not measured: an isolated molecule of C5H6O, with ωB97M-V/def2-TZVPD.

ORCA input file:
```
! RIJCOSX wB97M-V def2-TZVPD def2/J DEFGRID3
* xyz 0 1
C 2.848 0.007 -0.046
C 1.687 0.317 -0.162
C 0.274 0.202 -0.458
C -0.617 -0.103 0.770
C -2.074 -0.254 0.409
O -2.516 -0.052 -0.697
H 3.829 0.206 0.292
H 0.482 -0.583 -1.195
H -0.191 0.984 -1.063
H -0.295 -0.988 1.333
H -0.582 0.711 1.522
H -2.753 -0.552 1.240
*
```

Summary:
LUMO = 0.8450 eV
Orbital gap = 0.3951 Ha
SMILES = C#CCCC=O
E_HOMO = -0.36405 Ha

Q | Computed, not measured: a structure of composition C5H6O, with ωB97M-V/def2-TZVPD.

ORCA input file:
```
! RIJCOSX wB97M-V def2-TZVPD def2/J DEFGRID3
* xyz 0 1
O 0.408 1.424 -2.149
C 1.269 0.862 -1.517
C 0.984 -0.069 -0.361
C -0.516 -0.142 -0.018
C -0.921 -0.794 1.156
C -1.163 -0.943 2.366
H 2.341 0.998 -1.780
H 1.599 0.222 0.498
H 1.393 -1.060 -0.659
H -1.255 0.482 0.884
H -1.159 -0.032 -0.887
H -1.304 -1.848 2.911
*
```

Summary:
LUMO = 0.7310 eV
Orbital gap = 0.3457 Ha
E_HOMO = -0.31880 Ha

R | Computed, not measured: an isolated molecule of C5H6O, with ωB97M-V/def2-TZVPD.

ORCA input file:
```
! RIJCOSX wB97M-V def2-TZVPD def2/J DEFGRID3
* xyz 0 1
C 2.023 -1.196 -0.839
C 1.111 -0.663 -0.264
C -0.058 -0.130 0.442
C -0.200 1.401 0.329
C -1.343 -0.751 -0.108
O -1.529 -1.004 -1.266
H 2.832 -1.668 -1.345
H 0.008 -0.399 1.507
H 0.690 1.890 0.730
H -0.317 1.690 -0.719
H -1.076 1.750 0.888
H -2.141 -0.922 0.645
*
```

Summary:
LUMO = 0.8877 eV
Orbital gap = 0.3943 Ha
SMILES = C#C[C@@H](C)C=O
E_HOMO = -0.36172 Ha

Which is most stable, and by how much? R, by 42.7 kJ/mol.

P | Computed, not measured: the ion C4H11N2O with charge +2, with ωB97M-V/def2-TZVPD.

ORCA input file:
```
! RIJCOSX wB97M-V def2-TZVPD def2/J DEFGRID3
* xyz 2 2
O -1.845 -1.126 0.599
C -1.137 -0.977 -0.329
N -1.373 -1.223 -1.671
C 0.303 -0.350 -0.085
N -0.017 0.868 0.872
C 0.125 2.209 0.051
C 1.181 -1.301 0.668
H -2.219 -1.207 -2.156
H -0.514 -1.314 -2.281
H 0.945 0.126 -0.858
H -0.976 0.686 1.372
H 0.611 0.992 1.602
H 0.272 2.180 -1.049
H -0.710 2.812 0.264
H 1.119 2.752 0.306
H 1.882 -1.007 1.474
H 0.547 -2.073 1.196
H 1.806 -2.046 0.025
*
```

Summary:
LUMO (spin up / spin down) = -9.1383 / -14.6418 eV
Orbital gap (spin up / spin down) = 0.4401 / 0.2362 Ha
E_HOMO (spin up / spin down) = -0.77589 / -0.77427 Ha

Q | Computed, not measured: the ion C4H11N2O with charge +2, with ωB97M-V/def2-TZVPD.

ORCA input file:
```
! RIJCOSX wB97M-V def2-TZVPD def2/J DEFGRID3
* xyz 2 2
O -2.372 -1.109 -1.777
C -1.266 -1.411 -1.403
C -0.773 -0.718 -0.195
C 0.812 -0.840 0.098
C 1.349 0.342 0.993
N 1.395 1.643 0.338
N -1.412 0.648 -0.142
H -0.674 -2.222 -1.874
H -1.049 -1.298 0.709
H 0.890 -1.739 0.732
H 1.378 -1.162 -0.782
H 0.575 0.536 1.785
H 2.326 0.146 1.431
H 2.155 1.715 -0.347
H -0.597 1.248 -0.357
H 1.221 2.471 0.921
H -2.139 0.745 -0.863
H -1.819 1.002 0.733
*
```

Summary:
LUMO (spin up / spin down) = -8.0459 / -13.7098 eV
Orbital gap (spin up / spin down) = 0.3943 / 0.1855 Ha
E_HOMO (spin up / spin down) = -0.69003 / -0.68937 Ha

Which is most stable, and by how much? Q, by 90.0 kJ/mol.